Entry 1:
{
  "formula": "C24H40BNO16P4",
  "method": "the ωB97M-V functional and the def2-TZVPD basis",
  "species": ["P", "P", "P", "P", "O", "O", "O", "O", "O", "O", "O", "O", "O", "O", "O", "O", "O", "O", "O", "O", "N", "C", "C", "C", "C", "C", "C", "C", "C", "C", "C", "C", "C", "C", "C", "C", "C", "C", "C", "C", "C", "C", "C", "C", "C", "B", "H", "H", "H", "H", "H", "H", "H", "H", "H", "H", "H", "H", "H", "H", "H", "H", "H", "H", "H", "H", "H", "H", "H", "H", "H", "H", "H", "H", "H", "H", "H", "H", "H", "H", "H", "H", "H", "H", "H", "H"],
  "coordinates": [[-6.21, -3.78, -0.29], [0.19, 8.63, -3.12], [2.48, -6.94, 2.86], [-0.29, 3.78, -3.26], [-0.52, 8.29, -4.49], [-6.91, -4.16, -1.66], [2.33, -5.61, 2.28], [1.80, -7.14, 4.28], [0.92, 7.52, -2.51], [-5.48, -4.87, 0.35], [-1.25, -1.75, 0.68], [3.97, -7.37, 3.18], [-1.03, 9.18, -2.27], [1.08, 9.89, -3.50], [-5.34, -2.52, -0.69], [-7.45, -3.23, 0.53], [6.76, -0.35, 2.63], [0.26, 2.42, 2.29], [1.98, -8.14, 1.94], [5.28, 1.51, 2.80], [-0.77, 3.21, -4.66], [0.11, 2.57, -0.71], [0.79, -7.97, 1.17], [0.06, 1.45, 0.09], [3.20, -0.79, 3.05], [-0.85, 0.09, -1.67], [-7.49, -1.90, 1.04], [1.33, 0.29, 1.95], [-0.41, 0.23, -0.38], [-4.30, -2.08, 0.19], [2.13, 10.30, -2.62], [0.31, 7.77, -5.54], [4.48, -0.73, 3.86], [4.91, -7.33, 2.10], [0.53, 1.51, 1.54], [-0.36, -0.93, 0.60], [-1.05, 10.50, -1.73], [-6.07, -4.69, -2.69], [0.86, -0.93, 1.48], [-0.81, 1.22, -2.48], [0.72, -8.05, 4.48], [-0.33, 2.42, -2.03], [1.56, -2.07, 1.81], [2.47, 0.35, 2.72], [2.70, -2.00, 2.59], [5.54, 0.17, 3.09], [6.74, -0.26, 1.67], [-1.21, -0.85, -2.07], [1.23, -3.04, 1.45], [-1.14, 4.83, -2.84], [-4.62, -1.17, 0.71], [-0.04, 3.34, -5.35], [-0.20, -7.64, 4.04], [-7.24, -1.17, 0.27], [2.80, 1.33, 3.06], [3.24, -2.91, 2.83], [-6.82, -1.80, 1.89], [-6.70, -4.99, -3.52], [-5.37, -3.93, -3.04], [5.55, 1.63, 1.88], [-0.79, 11.24, -2.48], [4.65, -8.08, 1.35], [4.92, -6.34, 1.64], [1.00, 4.35, -3.35], [5.89, -7.55, 2.50], [-4.03, -2.84, 0.93], [-2.06, 10.70, -1.38], [-0.36, 10.57, -0.88], [-3.42, -1.84, -0.39], [0.96, -8.37, 0.17], [-0.34, 7.50, -6.37], [4.28, -0.38, 4.88], [-8.51, -1.70, 1.37], [1.82, 11.19, -2.07], [0.50, -6.92, 1.08], [-1.15, 1.11, -3.51], [1.01, 8.54, -5.88], [4.85, -1.76, 3.93], [0.85, 6.89, -5.21], [-0.03, -8.53, 1.63], [0.93, -9.03, 4.06], [-5.52, -5.56, -2.33], [0.49, 3.51, -0.34], [2.39, 9.51, -1.90], [0.57, -8.16, 5.55], [3.01, 10.54, -3.21]],
  "mulliken_charge": [1.019, 1.057, 0.866, 0.471, -0.292, -0.298, -0.373, -0.356, -0.649, -0.670, -0.488, -0.335, -0.338, -0.324, -0.271, -0.360, -0.537, -0.547, -0.355, -0.522, -0.784, -0.677, -0.663, 0.595, 0.792, -0.898, -0.628, 0.748, 0.694, -0.564, -0.716, -0.606, -0.885, -0.603, -0.302, -0.074, -0.639, -0.638, 0.862, -0.765, -0.645, 0.235, -1.499, -0.531, -1.015, 0.580, 0.282, 0.497, 0.623, 0.064, 0.279, 0.216, 0.297, 0.302, 0.422, 0.527, 0.289, 0.244, 0.257, 0.257, 0.306, 0.265, 0.258, 0.098, 0.244, 0.417, 0.257, 0.294, 0.055, 0.243, 0.252, 0.297, 0.260, 0.271, 0.315, 0.491, 0.273, 0.267, 0.260, 0.268, 0.308, 0.302, 0.509, 0.351, 0.259, 0.249],
  "smiles": "N=[PH2]c1ccc2c(c1)C(=O)c1cc(CB(O)O)ccc1C2=O.COP(=O)(OC)OC.COP(=O)(OC)OC.COP(=O)(OC)OC",
  "mol_weight_g_mol": 733.28,
  "charge": 0,
  "gap_ev": 8.12
}

***

Entry 2:
{
  "formula": "C24H40BrNOSSi3",
  "method": "the ωB97M-V functional and the def2-TZVPD basis",
  "species": ["Br", "S", "Si", "Si", "Si", "O", "N", "C", "C", "C", "C", "C", "C", "C", "C", "C", "C", "C", "C", "C", "C", "C", "C", "C", "C", "C", "C", "C", "C", "C", "C", "H", "H", "H", "H", "H", "H", "H", "H", "H", "H", "H", "H", "H", "H", "H", "H", "H", "H", "H", "H", "H", "H", "H", "H", "H", "H", "H", "H", "H", "H", "H", "H", "H", "H", "H", "H", "H", "H", "H", "H"],
  "coordinates": [[2.18, 2.52, -1.04], [1.98, -2.06, 2.43], [2.23, 0.78, -2.55], [4.90, -0.21, -0.10], [3.46, -1.49, -1.24], [1.99, -0.72, -1.72], [2.97, -2.89, -0.18], [0.67, 1.06, -3.67], [5.21, -2.99, 8.03], [3.59, -2.83, 5.78], [5.72, -3.34, 6.79], [3.89, -2.57, 8.16], [4.91, -3.26, 5.66], [-2.16, 0.74, -5.22], [-4.98, 1.07, 2.08], [-5.89, 0.78, 3.09], [5.78, 1.14, -1.16], [-6.30, 0.98, -3.02], [2.35, -2.36, 0.83], [-3.67, 0.84, -4.67], [-3.89, 2.05, -3.64], [-6.74, 2.09, 0.79], [-7.23, 1.14, 2.94], [0.24, -0.25, -4.49], [-5.40, 1.73, 0.93], [6.32, -1.38, 0.52], [3.08, -2.50, 7.03], [-1.37, -0.44, -4.48], [-5.42, 2.30, -3.22], [-7.65, 1.79, 1.79], [4.18, 0.62, 1.47], [3.14, 1.06, 1.35], [-7.94, 0.91, 3.73], [-2.20, 0.53, -6.35], [7.08, -1.40, -0.34], [-8.69, 2.07, 1.67], [3.50, -2.31, 9.13], [6.75, -3.67, 6.69], [-6.20, 0.21, -3.86], [0.75, -1.18, -4.10], [-5.41, 2.92, -2.24], [6.07, 0.71, -2.18], [-3.27, 1.89, -2.68], [-1.73, -0.57, -3.39], [5.93, -2.44, 0.65], [4.25, -0.15, 2.32], [-7.06, 2.61, -0.11], [-5.57, 0.27, 3.99], [0.55, -0.10, -5.58], [2.96, -2.77, 4.90], [0.91, 1.97, -4.34], [5.31, -3.52, 4.68], [6.83, -0.94, 1.44], [3.49, 0.80, -3.33], [-1.64, 1.76, -5.11], [-1.62, -1.42, -5.03], [-3.92, -0.14, -4.11], [5.15, 2.10, -1.26], [5.85, -3.05, 8.91], [4.89, 1.48, 1.77], [4.21, -2.11, -2.36], [-3.94, 0.78, 2.19], [6.73, 1.47, -0.59], [-3.52, 3.01, -4.15], [-0.17, 1.30, -2.92], [-4.43, 0.97, -5.53], [-4.69, 1.96, 0.14], [-7.40, 1.30, -3.00], [-6.04, 0.54, -1.99], [-5.89, 2.99, -4.01], [2.05, -2.17, 7.12]],
  "mulliken_charge": [-0.298, -0.179, 0.559, 0.517, 0.305, -0.146, -0.402, -0.406, -0.418, 0.135, -0.310, -0.313, -0.498, -0.401, -0.503, -0.330, -0.896, -0.919, 0.320, -0.619, -0.414, -0.295, -0.397, -0.571, -0.180, -1.089, -0.499, -0.779, -0.430, -0.407, -0.886, 0.264, 0.353, 0.323, 0.269, 0.357, 0.353, 0.356, 0.330, 0.314, 0.209, 0.278, 0.121, 0.318, 0.293, 0.245, 0.340, 0.354, 0.290, 0.094, 0.298, 0.386, 0.312, -0.103, 0.284, 0.300, 0.299, 0.242, 0.350, 0.276, -0.154, 0.371, 0.327, 0.268, 0.023, 0.293, 0.334, 0.304, 0.184, 0.346, 0.351],
  "mol_weight_g_mol": 554.82,
  "charge": 0,
  "gap_ev": 9.12
}

***

Entry 3:
{
  "formula": "C24H40IrN2O2PS2Te",
  "method": "the ωB97M-V functional and the def2-TZVPD basis",
  "species": ["Ir", "Te", "S", "S", "P", "O", "O", "N", "N", "C", "C", "C", "C", "C", "C", "C", "C", "C", "C", "C", "C", "C", "C", "C", "C", "C", "C", "C", "C", "C", "C", "C", "C", "H", "H", "H", "H", "H", "H", "H", "H", "H", "H", "H", "H", "H", "H", "H", "H", "H", "H", "H", "H", "H", "H", "H", "H", "H", "H", "H", "H", "H", "H", "H", "H", "H", "H", "H", "H", "H", "H", "H", "H"],
  "coordinates": [[-0.13, -0.17, -0.05], [-2.12, 1.61, -0.97], [1.59, 0.79, -1.39], [-0.70, 2.50, -3.39], [0.70, 1.07, -3.21], [1.78, 1.53, -4.25], [0.27, -0.33, -3.85], [-1.03, -0.55, 1.87], [1.11, -1.74, 0.81], [4.19, 1.27, -3.99], [3.97, -4.01, 4.27], [-4.08, -2.08, 5.57], [-2.12, 0.03, 2.37], [-2.06, -1.24, 4.39], [-0.93, -2.31, -4.42], [-1.82, -2.61, 6.50], [-0.94, -1.84, 3.87], [-2.64, -1.55, 5.76], [3.51, -4.63, 2.94], [-0.42, -1.50, 2.62], [3.00, -3.19, 0.88], [4.74, -5.08, 2.16], [2.63, -5.86, 3.23], [2.68, -3.61, 2.17], [-3.89, 2.72, -0.39], [1.54, -3.06, 2.73], [-2.68, -0.27, 3.58], [-0.94, 3.15, -0.08], [2.94, 0.77, -4.68], [2.19, -2.26, 0.25], [-2.67, -0.27, 6.60], [0.76, -2.12, 2.06], [-0.85, -1.13, -3.47], [4.57, -4.73, 4.82], [-4.08, -2.97, 4.94], [2.27, -6.31, 2.30], [3.20, -6.61, 3.77], [5.29, -5.81, 2.75], [2.76, -0.29, -4.50], [-0.44, -2.61, 4.44], [0.11, 2.86, -0.12], [3.87, -3.57, 0.36], [-3.57, 0.25, 3.90], [-2.26, -2.79, 7.48], [-1.12, -1.96, -5.44], [-4.50, -2.35, 6.54], [4.58, -3.12, 4.09], [-1.75, -2.96, -4.12], [2.99, 0.94, -5.75], [4.10, 1.15, -2.91], [-1.76, -0.53, -3.53], [5.05, 0.70, -4.34], [-2.59, 0.78, 1.74], [-3.28, 0.50, 6.14], [-4.73, -1.34, 5.12], [1.24, -3.35, 3.73], [-1.81, -3.56, 5.96], [-1.09, 4.08, -0.64], [5.41, -4.24, 1.95], [-3.79, 3.72, -0.80], [-0.72, -1.47, -2.44], [-0.79, -2.27, 6.65], [-1.25, 3.27, 0.95], [0.00, -2.87, -4.42], [1.76, -5.59, 3.84], [3.12, -3.72, 4.90], [-1.66, 0.13, 6.72], [-4.76, 2.22, -0.80], [-3.07, -0.48, 7.59], [-3.96, 2.77, 0.70], [4.47, -5.56, 1.21], [2.43, -1.92, -0.75], [4.35, 2.32, -4.21]],
  "mulliken_spin": [0.220, 0.377, 0.051, 0.347, -0.004, 0.002, -0.001, -0.024, -0.018, 0.000, 0.000, 0.000, 0.002, -0.001, 0.001, 0.000, 0.000, -0.001, 0.000, -0.015, -0.002, 0.000, 0.000, -0.004, -0.007, 0.000, 0.036, -0.006, 0.005, -0.001, 0.000, 0.014, 0.000, 0.000, 0.000, 0.000, 0.000, 0.000, 0.000, -0.001, -0.007, 0.000, 0.001, 0.000, 0.000, 0.000, 0.000, 0.000, 0.000, -0.001, 0.003, 0.000, 0.000, 0.000, 0.000, 0.001, 0.000, 0.009, 0.000, 0.001, 0.002, 0.000, 0.003, 0.000, 0.000, 0.000, 0.000, 0.006, 0.000, 0.014, 0.000, -0.003, 0.000],
  "mol_weight_g_mol": 803.52,
  "e_above_lowest_kj_mol": 315.3,
  "charge": 1,
  "gap_ev": [6.97, 5.01],
  "multiplicity": 2
}

***

> Which formula does entry 1 have?

C24H40BNO16P4

***

> Number 2 is which compound?

C24H40BrNOSSi3